2 unconnected molecules or ions with the total composition C33H43N2O2S. Source: OMol25; level of theory: ωB97M-V/def2-TZVPD.

The geometry in XYZ format:
```
81
Properties=species:S:1:pos:R:3:forces:R:3
C -4.030896 -0.998747 3.588831 -0.3 -0.1 -0.2
C -2.744055 -0.608659 4.257584 -0.5 0.0 0.0
O -1.779631 -0.307274 3.228526 0.0 -0.1 0.6
C -0.595405 0.017689 3.807980 0.8 0.2 0.1
C 0.468318 0.201952 2.850168 -1.8 -0.4 0.9
S 2.015438 0.274624 3.502909 0.7 -0.8 0.3
C 2.116853 -0.997066 4.815160 0.6 0.1 0.0
C 3.020575 -0.664853 2.306906 -0.1 0.3 0.2
O -0.506719 0.095184 5.043205 0.4 0.2 -1.1
H -4.798369 -1.166592 4.348638 0.0 0.0 -0.1
H -4.375107 -0.205292 2.921142 0.0 -0.1 0.0
H -3.918629 -1.923400 3.015907 0.0 0.1 0.0
H -2.884948 0.284585 4.883522 0.1 -0.4 -0.1
H -2.374242 -1.432270 4.884174 0.0 0.4 -0.1
H 0.288520 -0.059510 1.828732 0.2 -0.4 -0.1
H 1.423075 -0.725046 5.611871 0.2 0.0 -0.2
H 1.891452 -1.984380 4.400971 -0.1 0.3 0.0
H 3.165804 -0.950853 5.143736 -0.3 -0.1 0.1
H 3.024397 -0.141171 1.345063 0.0 -0.1 0.2
H 4.019706 -0.676145 2.749798 0.0 -0.1 -0.3
H 2.622890 -1.682040 2.211175 0.0 0.3 0.0
C -4.644119 3.577700 -2.728643 0.2 0.0 -0.1
C -5.189339 2.161437 -2.729004 -0.6 0.4 0.2
N -4.176499 1.164816 -2.470008 0.7 0.2 0.5
C -4.518058 -0.144290 -2.975695 0.0 -0.5 -0.6
C -3.817627 -1.274661 -2.245923 0.0 0.0 0.3
C -2.331589 -0.973745 -2.067026 0.1 -0.4 -0.3
C -2.114579 0.378797 -1.470492 0.3 0.2 0.4
C -3.062172 1.413367 -1.724710 -0.3 -0.1 -0.1
C -2.830079 2.711810 -1.184601 0.5 -0.2 0.3
C -1.753861 2.918977 -0.347208 -0.1 -0.3 -0.4
C -0.792960 1.904207 -0.069010 -0.1 0.0 0.0
C 0.376206 2.172602 0.709527 0.0 0.2 -0.8
C 0.724475 3.451939 1.126180 0.2 0.4 0.3
C 1.928236 3.844628 1.704317 -0.6 0.1 -0.3
C 2.233928 5.197811 2.035077 0.3 0.2 0.0
C 1.334671 6.278985 1.810760 0.3 0.3 0.1
C 1.633356 7.579459 2.178833 0.2 -0.8 0.0
C 2.870805 7.862429 2.833241 0.1 0.1 0.1
N 3.151686 9.120843 3.274505 -0.2 -0.7 -0.3
C 2.243680 10.233485 3.120296 -0.6 0.4 0.2
C 1.296854 10.071374 1.945435 0.1 -0.1 -0.2
C 0.653247 8.683631 1.942561 -0.6 0.4 0.0
C 4.360696 9.466979 3.988428 0.7 0.2 0.0
C 5.024509 8.276814 4.653032 -0.2 -0.1 0.1
C 5.114922 7.089841 3.694369 0.6 0.1 0.1
C 3.813439 6.805904 3.018029 -0.5 -0.4 -0.2
C 3.495700 5.524764 2.606768 -0.4 0.3 0.0
C -1.016583 0.632091 -0.676301 -0.2 0.6 0.1
C -3.771009 3.832758 -1.498134 -0.5 0.5 0.1
H -4.061719 3.744676 -3.643970 -0.1 0.0 0.2
H -5.487536 4.274550 -2.735142 0.2 -0.1 -0.1
H -5.991358 2.077189 -1.970242 0.2 0.0 -0.2
H -5.645036 1.926212 -3.701227 0.1 0.1 0.2
H -5.610627 -0.256899 -2.902428 0.3 0.0 0.0
H -4.263304 -0.185262 -4.051430 -0.1 0.0 0.2
H -4.279751 -1.411905 -1.260412 0.1 0.0 -0.1
H -3.951322 -2.196366 -2.817168 0.0 0.1 0.1
H -1.873261 -1.729184 -1.419364 0.0 0.1 -0.2
H -1.832282 -1.032734 -3.047546 -0.1 0.0 0.2
H -1.639642 3.915055 0.079672 -0.1 -0.3 -0.1
H 1.076548 1.356387 0.877546 -0.1 0.4 -0.3
H 0.002042 4.248442 0.944246 0.3 -0.4 0.1
H 2.698351 3.096262 1.905909 -0.2 0.1 0.0
H 0.370263 6.098179 1.324650 0.4 0.1 0.2
H 1.652881 10.357764 4.048133 0.2 0.0 -0.2
H 2.844092 11.147281 3.003983 -0.1 -0.2 0.0
H 0.522341 10.841972 2.009509 0.2 -0.1 -0.1
H 1.846975 10.223577 1.007908 -0.1 0.0 0.2
H 0.152699 8.520520 0.979597 0.0 0.0 0.2
H -0.130996 8.650727 2.717320 0.2 0.0 -0.2
H 5.071054 9.939670 3.283423 -0.2 -0.1 0.2
H 4.103207 10.230935 4.737465 0.1 -0.2 -0.2
H 6.023573 8.574716 4.982291 -0.1 -0.1 0.0
H 4.450436 7.988899 5.542365 0.1 0.0 -0.1
H 5.888098 7.300906 2.938586 -0.1 -0.1 0.1
H 5.435752 6.199695 4.248429 0.0 0.2 -0.2
H 4.227560 4.725866 2.730275 -0.1 0.2 0.1
H -0.275521 -0.151940 -0.526756 -0.2 0.0 0.0
H -3.197049 4.755084 -1.655336 -0.1 -0.2 0.1
H -4.421510 4.009365 -0.625938 0.1 0.0 -0.2
```
Forces are in eV/Å.

Its spin multiplicity is 1. The calculation puts the total energy at -1941.1958 Eh. The net charge is +1.